Molecular formula: C48H34Cl2N11O4PbSe2
Method: DFT, ωB97M-V with the def2-TZVPD basis set

The geometry in XYZ format:
```
102
Properties=species:S:1:pos:R:3:forces:R:3:lowdin_charge:R:1
Pb 0.011659 -1.047954 -0.547907 -0.51 0.44 -0.30 1.404
Se -1.543288 -2.557913 1.974524 -0.69 -0.52 0.34 1.171
Se -0.070289 1.692145 3.131062 0.43 -0.32 -0.31 1.469
Cl -0.405104 -6.415270 -0.488613 0.17 -0.16 0.12 0.689
Cl 2.025029 -4.832607 -0.894618 0.08 -0.24 0.30 0.724
O 0.939846 -3.351201 1.470783 0.31 -0.13 -0.02 -0.052
O -1.065284 -4.111871 0.992159 -1.33 0.46 0.18 -0.303
O -0.632218 3.831958 4.554042 0.04 0.16 0.05 -0.241
O -0.274592 0.667375 -2.144086 0.60 -1.27 0.25 -0.184
N -2.746191 5.449831 -1.035943 -0.87 1.01 -1.25 0.071
N -0.572981 0.508977 4.269203 0.04 -0.15 0.28 -0.148
N 1.927343 -1.354694 -2.037120 0.24 0.17 -0.06 0.060
N -0.243335 -2.965330 -2.451997 0.24 0.06 -0.59 0.034
N -0.024446 -5.158906 -4.113867 -0.15 -0.31 -0.25 0.111
N -2.816966 6.053629 0.031618 -0.64 1.54 0.08 0.068
N 1.887944 0.108781 0.231223 0.12 -0.31 0.28 -0.053
N 1.212869 0.560539 2.492792 -0.75 -0.51 0.95 -0.175
N 2.595822 2.689823 -0.071636 -0.50 0.93 0.66 0.086
N 6.560373 -0.261043 -7.197219 0.34 0.10 -0.36 0.069
N -1.649732 0.858687 0.212023 0.00 -0.36 0.44 0.008
C -6.160219 -2.310411 1.180716 0.04 -0.06 0.08 -0.062
C 2.852365 -0.399551 -1.916732 0.25 -0.44 -0.68 -0.185
C -4.283088 -2.263335 2.677892 0.35 -0.01 0.05 -0.120
C -1.194960 4.576443 3.550323 -0.14 0.34 -0.43 -0.329
C 4.371786 -0.827739 -6.442436 0.13 0.03 0.23 -0.005
C -2.379067 3.083031 -0.364546 0.23 0.06 -0.35 -0.083
C -1.298003 3.745210 5.799738 -0.07 0.05 0.26 -0.068
C 6.130465 -0.505178 -4.863562 -0.15 -0.04 -0.08 -0.005
C -1.619699 3.989420 -2.481005 -0.42 0.43 0.87 0.001
C 0.195204 -0.587449 4.210439 0.01 0.41 -0.29 -0.375
C -3.281433 3.032087 0.714443 -0.03 -0.28 0.11 0.010
C -0.905414 1.738930 -1.876256 -0.34 1.16 -0.17 -0.372
C -1.144931 -4.909833 -3.457550 0.00 0.17 0.15 -0.123
C 2.097149 0.898225 1.423730 1.03 0.49 -1.38 -0.385
C 2.066955 -2.628432 4.114852 0.38 0.67 -0.66 -0.039
C 2.848961 -2.014601 -4.132239 -0.06 0.14 0.30 0.065
C -5.641723 -2.121883 2.451392 -0.09 0.07 0.00 -0.067
C -3.436878 -2.572425 1.617883 0.35 -0.25 0.03 -0.483
C -3.954588 -2.783539 0.350329 0.08 -0.01 -0.11 -0.091
C -0.956620 2.823293 -2.777298 0.32 -0.90 0.20 0.003
C -1.645263 1.897496 -0.637982 -0.16 0.54 -0.21 -0.154
C -5.318105 -2.674132 0.143008 -0.04 0.07 -0.10 -0.058
C -2.223959 5.657415 1.213937 0.54 -0.86 0.98 -0.302
C 0.970711 -2.708107 4.985802 -0.77 0.35 0.46 -0.051
C 1.922292 -2.148888 -3.108493 0.45 0.21 -0.37 -0.217
C -0.357479 4.820700 2.456791 -0.05 -0.07 0.42 -0.056
C 3.831214 -1.027302 -4.025470 -0.24 -0.06 0.40 -0.128
C -3.293169 1.943223 1.547746 0.00 0.19 -0.10 -0.038
C 0.035972 -1.708220 5.044112 0.31 -0.57 0.36 -0.025
C 2.742652 0.472800 -0.758201 0.19 0.97 0.79 -0.271
C 0.969562 -4.307639 -3.972528 0.13 0.53 0.15 -0.091
C 5.293397 -0.543273 -7.437473 -0.37 -0.11 -0.03 -0.130
C -3.001042 5.613800 2.371916 0.25 -0.02 -0.50 -0.026
C 2.211195 -1.580369 3.235743 0.48 -0.59 0.18 -0.003
C -1.233194 -3.832913 -2.585091 0.02 -0.12 -0.15 -0.122
C -2.506570 5.038674 3.525139 0.35 -0.22 0.45 -0.010
C 6.968330 -0.250070 -5.940195 0.03 0.03 0.33 -0.129
C -2.404592 0.896018 1.289143 -0.21 -0.25 -0.29 -0.231
C 4.791036 -0.798646 -5.113790 0.39 0.09 -0.40 -0.176
C 3.844740 -0.236090 -2.886592 -0.20 -0.17 -0.03 0.077
C 0.225945 -4.189171 0.966672 0.83 0.17 0.18 -0.783
C 0.822549 -5.410699 0.282283 -0.02 -0.19 -0.27 -0.931
C -0.861929 5.340255 1.289338 -0.38 0.12 -0.01 0.002
C -2.261969 4.192391 -1.253354 0.94 -1.58 -0.22 -0.247
C 0.857655 -3.154318 -3.182894 -0.55 -0.74 -0.31 -0.265
C 1.258063 -0.563056 3.252930 -0.39 0.61 -0.15 -0.232
C 3.268952 1.761918 -0.766251 0.37 -1.09 -0.39 -0.096
C 1.904311 2.311610 0.932521 -0.07 -0.35 0.18 -0.127
H -3.994152 3.828705 0.845468 -0.05 0.07 0.06 0.118
H -2.279351 3.274225 5.704908 0.02 0.01 -0.02 0.095
H 1.367466 -6.015327 1.011659 -0.21 0.15 -0.09 0.086
H 0.693061 4.593255 2.560465 0.14 0.01 -0.02 0.108
H -0.655015 3.126019 6.420749 -0.10 0.02 0.08 0.096
H -0.792201 -1.733290 5.733711 -0.08 -0.02 0.09 0.125
H 2.812904 -3.407821 4.128899 0.05 -0.08 -0.05 0.123
H 3.144954 0.765511 1.768722 -0.17 0.05 0.01 0.171
H 4.990613 -0.533231 -8.475576 -0.06 -0.02 -0.09 0.111
H -2.111620 -3.669285 -1.981018 -0.14 -0.01 0.02 0.090
H 3.037919 -1.545521 2.546987 0.07 -0.02 -0.16 0.128
H -2.368831 0.031343 1.949574 -0.02 0.14 -0.08 0.052
H 4.594091 0.529110 -2.777223 0.04 0.13 0.02 0.120
H -7.217180 -2.182806 0.998005 -0.06 -0.06 0.03 0.113
H -3.980296 1.869712 2.373608 -0.12 0.03 0.15 0.114
H -4.024696 5.951781 2.331100 -0.12 0.06 -0.04 0.123
H -3.866756 -2.127231 3.666914 -0.07 -0.05 0.11 0.102
H 3.342055 -1.028895 -6.691110 -0.13 -0.01 -0.07 0.114
H 8.014096 -0.010824 -5.791263 0.03 -0.04 0.12 0.111
H -1.606352 4.814995 -3.176542 -0.03 0.10 -0.06 0.119
H -3.152752 4.948808 4.383725 -0.03 -0.04 0.13 0.113
H -3.297815 -3.035725 -0.467241 0.03 0.00 -0.06 0.079
H 3.985103 2.125746 -1.479334 0.08 -0.08 -0.22 0.104
H -0.428836 2.713301 -3.711716 0.02 -0.03 -0.11 0.115
H 0.878330 -3.557532 5.642705 -0.02 -0.11 0.07 0.117
H 1.886904 -4.559470 -4.483992 0.13 0.06 -0.05 0.121
H -6.303725 -1.888840 3.270307 -0.03 0.09 0.11 0.111
H 1.094681 2.924901 1.301888 -0.01 0.36 0.03 0.041
H -5.734209 -2.854099 -0.835213 0.02 0.00 -0.16 0.112
H -0.221152 5.503424 0.436154 0.05 -0.07 -0.13 0.132
H 6.517259 -0.493914 -3.855407 0.04 0.02 0.08 0.114
H -1.970873 -5.585908 -3.619584 -0.11 -0.06 0.08 0.115
H 2.813729 -2.647781 -5.004131 -0.04 -0.04 -0.05 0.119
H -1.401380 4.736042 6.248498 -0.03 -0.05 -0.02 0.109
```
Forces are in eV/Å.

- Max |F|: 1.85 eV/A
- Charge: +1
- Relative energy (zero: lowest compared OMol25 entry of this formula, charge and spin): 75.8 kcal/mol
- LUMO level: -4.61 eV
- Gap between HOMO and LUMO: 4.36 eV
- Electronic energy: -8668.6158 Ha
- E_HOMO: -0.3295 hartree

=====

Molecular formula: C48H34Cl2N11O4PbSe2
Method: DFT, ωB97M-V with the def2-TZVPD basis set

The geometry in XYZ format:
```
102
Properties=species:S:1:pos:R:3:forces:R:3:lowdin_charge:R:1
Pb 0.181927 0.090656 0.265311 0.22 0.00 -0.03 1.397
Se -0.299911 3.650242 -0.683376 -0.01 0.14 0.02 1.112
Se -3.044034 1.733467 -2.198872 0.03 0.09 -0.08 1.118
Cl 1.455776 3.449840 3.688843 0.04 0.01 0.00 0.659
Cl 3.333084 2.060822 1.905117 -0.03 0.01 0.02 0.654
O -6.305016 2.651789 -0.352291 0.03 -0.02 0.00 -0.099
O 0.826201 3.215863 0.715970 -0.07 -0.17 -0.04 -0.494
O 1.978012 5.162677 0.585246 -0.07 0.08 -0.02 0.119
O -0.887974 -1.802718 0.564447 0.06 0.00 0.09 -0.317
N -1.430482 0.315769 2.211484 0.00 -0.07 0.03 0.004
N -2.274686 0.263246 -1.551982 0.00 -0.15 0.08 -0.246
N 1.863491 -1.986279 -0.283851 -0.10 -0.02 -0.06 0.106
N 0.994153 -0.447956 -2.333371 -0.09 0.02 -0.05 0.044
N 1.570639 -0.954336 2.232337 -0.08 0.04 0.06 0.033
N -6.314081 -1.243167 3.641223 -0.11 0.06 -0.01 0.080
N -3.339340 1.041892 -3.793026 -0.06 -0.12 -0.04 -0.208
N 1.298178 -1.181399 -4.979166 0.01 0.00 -0.01 0.116
N -5.390897 -2.034466 3.867227 0.08 -0.10 -0.04 0.083
N 1.873927 -2.544055 4.476152 0.02 -0.03 0.00 0.114
N 4.965548 -8.238955 -1.337358 0.01 -0.01 0.00 0.074
C -5.863775 -0.546247 1.259349 -0.01 -0.02 -0.02 -0.007
C 2.676115 -3.668426 -1.765545 0.00 0.00 0.01 0.062
C 1.546422 -1.263844 4.578352 -0.02 0.04 0.00 -0.080
C -6.277396 -0.282776 2.568117 0.05 0.00 0.05 -0.269
C -4.182349 -1.980298 3.088196 -0.04 0.03 0.07 -0.252
C 5.263487 -7.183850 -2.088656 0.00 0.01 0.00 -0.124
C -2.680035 1.313982 3.980205 -0.01 0.00 -0.04 -0.024
C 1.949081 -2.225200 2.113720 -0.01 -0.03 0.07 -0.185
C -5.906033 0.451015 0.310223 0.00 0.04 -0.01 0.009
C -3.741960 3.999736 1.615327 0.03 -0.05 -0.01 -0.070
C 1.769111 -1.929997 -3.991999 0.01 -0.01 -0.01 -0.054
C -2.703369 -3.004687 1.479033 -0.07 -0.02 -0.01 0.008
C -6.813176 1.985881 1.931377 -0.02 -0.01 0.00 -0.025
C 2.221604 -2.749390 0.749219 0.03 -0.06 -0.06 -0.184
C -1.680585 4.335968 0.425813 -0.13 -0.07 -0.06 -0.501
C 4.059670 -8.072062 -0.379192 0.00 0.01 0.01 -0.124
C -2.454597 -2.340116 -4.745864 -0.01 0.01 -0.02 -0.061
C -3.533901 0.247750 4.015286 0.01 0.00 0.00 0.023
C -6.790253 0.965550 2.875906 0.00 0.01 0.00 -0.019
C -2.742964 3.511198 0.786921 0.03 0.03 0.08 -0.144
C 2.844978 -3.978751 0.581170 0.01 -0.01 0.00 0.063
C 0.533871 0.313954 -3.315928 0.04 0.01 -0.03 -0.114
C -2.237948 -0.779167 2.258293 -0.02 0.02 0.03 -0.152
C 1.378654 -0.471265 3.453536 0.04 0.00 0.01 -0.124
C 1.613209 -1.580406 -2.651155 -0.01 0.00 0.05 -0.191
C 2.074959 -3.016516 3.254586 0.01 -0.01 0.02 -0.046
C 2.076587 -2.440422 -1.522196 0.01 0.03 -0.03 -0.174
C -1.833369 -1.990433 -2.405952 0.01 -0.03 0.00 -0.029
C 4.678531 -5.937028 -1.925864 0.00 0.00 0.00 -0.010
C 0.676725 -0.057999 -4.644105 0.00 0.00 0.01 -0.088
C 3.080471 -4.458056 -0.698878 -0.01 0.00 -0.02 -0.126
C -2.326942 -0.648774 -2.511665 -0.03 0.07 -0.04 -0.397
C -1.619318 5.652482 0.875224 0.02 0.01 -0.03 -0.090
C -3.673472 5.306335 2.078170 0.00 0.02 -0.01 -0.055
C -3.820884 -3.057950 2.331612 0.06 0.02 -0.04 -0.023
C -1.921739 -1.872393 1.387294 0.07 -0.02 -0.03 -0.356
C -2.956768 -1.093713 -4.887286 0.01 -0.02 0.00 -0.019
C -2.907146 -0.204748 -3.764822 -0.01 0.07 0.00 -0.394
C -1.640824 1.314711 3.035404 -0.05 0.10 -0.07 -0.148
C -6.354065 1.731509 0.644037 0.03 -0.03 0.00 -0.299
C -6.891370 3.919781 -0.107697 -0.04 0.04 0.03 -0.066
C -3.341312 -0.840302 3.133812 -0.04 0.01 -0.04 -0.100
C 3.422890 -6.865973 -0.128055 0.00 0.00 0.00 -0.010
C 3.734727 -5.767509 -0.920161 0.01 0.00 0.01 -0.177
C 2.537398 3.595114 2.289454 0.07 0.02 0.02 -0.961
C -1.897951 -2.787736 -3.497693 0.01 0.01 0.00 -0.056
C -2.617647 6.130731 1.709147 0.01 0.02 0.02 -0.057
C 1.750766 4.104318 1.084944 0.15 0.04 0.09 -0.719
H -2.781020 2.485076 0.441550 0.01 -0.02 0.09 0.052
H -0.796613 6.287857 0.574972 0.01 0.00 0.00 0.111
H -5.606097 0.258354 -0.711394 0.00 -0.01 -0.02 0.109
H 3.302077 4.322096 2.535531 0.00 -0.01 0.00 0.077
H -4.447802 5.690544 2.729958 -0.01 -0.01 0.00 0.114
H 3.826905 -8.945740 0.218120 0.00 -0.01 0.00 0.112
H -4.347690 0.218174 4.727845 -0.02 0.01 0.00 0.123
H -0.973701 2.167102 2.950938 0.00 -0.01 0.00 0.078
H 3.179418 -4.555167 1.430148 0.00 0.00 0.00 0.117
H -6.786030 4.483792 -1.029704 -0.01 0.00 0.00 0.099
H 2.280014 -2.834988 -4.291311 0.00 0.00 0.00 0.114
H -2.453569 -3.855186 0.858333 0.01 -0.01 0.00 0.118
H -7.171739 1.138696 3.874407 0.00 0.00 0.00 0.120
H -7.949875 3.820973 0.142678 0.00 -0.01 -0.02 0.103
H 2.678527 -6.800134 0.654926 0.00 0.00 0.00 0.116
H -2.476388 -3.028250 -5.580233 0.00 0.00 0.00 0.111
H 4.980448 -5.111420 -2.557230 0.00 0.00 0.00 0.116
H -4.441980 -3.944917 2.349084 -0.01 0.00 0.01 0.124
H 6.010220 -7.339085 -2.858411 0.00 0.00 -0.01 0.112
H -3.391260 -0.743942 -5.813151 0.00 0.00 0.00 0.119
H -6.377436 4.450387 0.698155 0.00 -0.01 -0.03 0.076
H -7.207604 2.953498 2.205558 -0.01 0.01 0.00 0.110
H -4.560736 3.350980 1.900885 0.04 0.02 0.03 0.092
H -1.430865 -2.326637 -1.459307 0.00 0.00 0.00 0.089
H -1.530479 -3.804497 -3.435972 0.00 -0.01 0.00 0.111
H 2.817354 -4.029573 -2.772702 0.00 0.00 0.00 0.113
H 2.327582 -4.065695 3.190214 0.00 0.00 0.00 0.116
H 0.283789 0.555335 -5.445015 0.00 0.01 -0.01 0.120
H 1.087859 0.567473 3.535638 -0.01 0.01 0.01 0.065
H -2.575112 7.150180 2.067818 0.01 0.01 0.00 0.114
H 1.398237 -0.861562 5.572428 0.00 0.00 0.00 0.119
H -5.525155 -1.531113 0.973840 0.01 0.00 0.00 0.116
H -2.795994 2.154620 4.649635 -0.01 0.00 0.01 0.114
H 0.028584 1.233408 -3.036433 0.00 -0.01 -0.01 0.091
```
Forces are in eV/Å.

- Max |F|: 0.22 eV/A
- Charge: +1
- Relative energy (zero: lowest compared OMol25 entry of this formula, charge and spin): 0.0 kcal/mol
- LUMO level: -3.30 eV
- Gap between HOMO and LUMO: 6.47 eV
- Electronic energy: -8668.7366 Ha
- E_HOMO: -0.3590 hartree